# 1
C28H36BrF24O10P | ωB97M-V with the def2-TZVPD basis set

```
100
Properties=species:S:1:pos:R:3:forces:R:3:mulliken_charge:R:1
C 1.64459 -0.57907 4.74572 -0.301 0.011 -0.093 -1.070
C 1.30439 -1.16183 3.38218 0.027 -0.268 0.384 -0.280
O 2.02760 -0.59736 2.28540 -0.501 0.040 0.082 -0.339
C 1.65834 0.64601 1.83796 0.421 0.067 -0.235 1.327
C 2.21595 1.80882 2.65352 -0.039 -0.132 0.348 -1.915
O 0.21996 0.85821 1.74975 0.139 -0.077 0.147 -0.272
C 0.00501 1.66891 0.70472 -0.359 0.035 0.087 0.306
O -1.03455 2.19019 0.45659 0.038 0.133 -0.108 -0.641
O 1.13596 1.82030 -0.03648 0.234 -0.045 0.054 -0.337
C 1.99888 0.76561 0.34436 -0.258 -0.605 -0.457 0.815
Br 1.23520 -0.84689 -0.60478 0.093 0.331 0.250 -0.086
C 3.45449 0.88465 -0.08138 0.098 0.330 -0.225 -1.179
C 3.71288 1.86299 -1.24547 0.187 -0.071 -0.164 -0.663
C 5.07478 2.58044 -1.14905 -0.098 0.048 -0.343 -1.087
P 4.97458 4.03940 -0.10026 -0.158 -0.586 0.374 0.633
O 3.87388 4.01047 0.88392 0.008 0.121 -0.045 -0.530
O 6.41022 4.12570 0.59518 -0.172 0.089 -0.102 -0.280
C 6.48821 4.46062 1.99622 0.376 0.332 0.190 0.162
C 7.95674 4.58364 2.35373 -0.218 -0.184 -0.128 -1.353
O 4.87520 5.22335 -1.15645 -0.089 0.037 0.176 -0.336
C 4.05521 6.37023 -0.85353 -0.034 0.577 -0.226 -0.261
C 4.79013 7.39503 -0.00789 0.141 -0.077 -0.443 -0.839
H 1.13700 -1.18819 5.49704 0.102 -0.009 0.031 0.443
H 1.26498 0.43676 4.86084 0.138 -0.039 0.016 0.242
H 2.71696 -0.60476 4.93545 0.000 0.045 0.001 0.268
H 1.57813 -2.21761 3.37418 0.040 0.073 -0.134 0.373
H 0.22925 -1.11106 3.20271 0.032 0.111 -0.137 0.305
H 2.34676 2.69856 2.04530 0.077 0.092 -0.049 0.230
H 3.16405 1.53620 3.11427 0.068 0.002 -0.175 0.334
H 1.51217 2.02771 3.45870 0.057 0.032 -0.101 0.513
H 3.76206 -0.10400 -0.41621 0.069 -0.005 0.214 0.626
H 4.08472 1.12022 0.77881 -0.219 0.262 0.087 0.326
H 2.91531 2.59768 -1.34394 -0.008 0.013 0.142 0.429
H 3.72007 1.30090 -2.18210 -0.124 -0.028 0.062 0.467
H 5.86496 1.91267 -0.80602 -0.031 -0.005 0.116 0.420
H 5.36081 2.92086 -2.14772 0.080 0.007 0.085 0.437
H 5.98382 3.70210 2.59336 -0.023 -0.089 -0.102 0.220
H 5.98312 5.40997 2.18211 -0.076 -0.045 -0.068 0.169
H 8.06329 4.89663 3.39344 0.010 -0.022 -0.039 0.393
H 8.45486 3.62302 2.21627 0.057 0.060 0.036 0.313
H 8.43178 5.31919 1.70559 0.045 0.016 0.052 0.320
H 3.11171 6.06617 -0.40346 0.125 -0.231 0.141 0.274
H 3.82541 6.82071 -1.82099 0.012 -0.150 0.003 0.334
H 4.11727 8.22445 0.21126 0.002 -0.051 0.171 0.376
H 5.18503 6.96483 0.91070 -0.167 0.051 0.098 0.107
H 5.62609 7.79822 -0.58406 0.036 -0.036 0.112 0.291
F 4.44913 -3.70350 -3.44247 0.009 -0.182 -0.070 -0.230
C 3.33737 -3.06972 -3.02009 -0.029 0.244 -0.009 0.017
F 3.65692 -2.38757 -1.89732 0.006 -0.159 -0.031 -0.190
C 2.21334 -4.07094 -2.72454 0.015 -0.409 0.102 1.061
F 2.53147 -4.83372 -1.66030 0.067 0.069 -0.049 -0.293
F 1.11956 -3.32196 -2.38572 0.140 0.090 -0.062 -0.297
C 1.72725 -4.95376 -3.88663 -0.436 -0.084 -0.411 -0.938
O 2.21867 -6.27826 -3.98743 0.367 0.106 0.514 -0.399
C 3.34902 -6.61433 -4.67594 -0.272 0.052 -0.140 0.801
F 3.83037 -5.59484 -5.40740 0.051 0.094 0.103 -0.294
F 3.00883 -7.59801 -5.54107 -0.003 -0.038 -0.130 -0.303
C 4.42319 -7.22288 -3.76333 0.027 -0.101 0.043 0.195
F 4.72956 -6.39104 -2.75135 0.005 0.124 -0.025 -0.212
F 5.53745 -7.43813 -4.49718 0.020 -0.006 0.011 -0.256
H 3.01934 -2.35431 -3.78358 -0.035 -0.026 -0.001 0.297
H 0.66861 -5.09688 -3.67738 -0.003 0.017 0.013 0.428
H 1.78880 -4.42583 -4.83891 0.204 0.065 0.047 0.352
H 4.06583 -8.17017 -3.35553 -0.013 0.004 -0.011 0.239
F -3.96831 0.45060 -1.28686 -0.191 0.031 -0.141 -0.252
C -4.02760 1.11419 -0.11260 0.254 -0.022 0.050 0.350
F -3.98614 0.18875 0.87912 -0.004 -0.003 0.045 -0.269
C -5.33070 1.90087 0.02789 -0.296 -0.188 -0.172 0.922
F -6.38449 1.05426 0.11651 0.082 -0.009 -0.037 -0.231
F -5.21900 2.53751 1.22970 0.026 0.071 0.046 -0.337
C -5.62778 3.00486 -0.99624 0.010 0.622 -0.054 -0.869
O -6.50388 2.71122 -2.07152 -0.054 -0.588 0.208 -0.412
C -6.08626 2.19183 -3.26288 0.022 0.288 0.087 0.829
F -4.74943 2.17163 -3.37967 0.049 -0.106 0.102 -0.284
F -6.55961 3.00431 -4.23795 0.033 0.081 -0.110 -0.308
C -6.70762 0.81567 -3.54300 -0.103 -0.041 -0.049 0.171
F -6.44562 -0.05176 -2.54697 0.122 0.007 0.059 -0.178
F -6.17755 0.32861 -4.68685 -0.003 -0.021 -0.004 -0.259
H -3.15772 1.76563 -0.02156 -0.011 0.018 0.025 0.156
H -6.17593 3.75288 -0.42562 0.006 -0.007 0.017 0.389
H -4.70958 3.48258 -1.33878 0.095 -0.201 -0.037 0.386
H -7.78856 0.91634 -3.65609 0.005 0.018 0.004 0.232
F -6.66993 -5.18214 1.36982 -0.131 0.064 0.112 -0.231
C -5.47288 -4.64313 1.06994 0.124 -0.033 -0.122 0.057
F -4.52096 -5.57005 1.32751 -0.017 0.008 -0.002 -0.270
C -5.17977 -3.39762 1.91188 -0.136 0.009 0.350 0.998
F -5.01971 -3.74131 3.20847 -0.063 -0.029 -0.062 -0.296
F -3.97240 -2.95856 1.45223 0.051 0.039 -0.078 -0.288
C -6.12689 -2.19454 1.79358 -0.030 0.571 -0.257 -0.638
O -7.12440 -2.02061 2.78819 0.182 -0.556 0.273 -0.415
C -8.36414 -2.58377 2.71796 0.090 0.275 -0.169 0.813
F -8.61004 -3.15284 1.52540 0.099 -0.121 -0.005 -0.298
F -9.26554 -1.58404 2.87355 -0.113 0.068 -0.055 -0.306
C -8.63028 -3.55399 3.87758 -0.038 0.008 0.111 0.199
F -7.69529 -4.51957 3.93159 0.049 -0.053 -0.121 -0.221
F -9.83663 -4.13414 3.68506 -0.007 -0.014 0.015 -0.262
H -5.44276 -4.39588 0.00558 -0.025 0.015 0.007 0.291
H -5.48036 -1.33094 1.93324 0.019 -0.019 -0.001 0.193
H -6.53729 -2.10591 0.78709 -0.058 -0.211 -0.001 0.439
H -8.63693 -3.00572 4.82137 0.004 0.013 -0.011 0.233
```
Forces are in eV/Å.

## Properties
* HOMO-LUMO gap: 10.5912 eV
* E: -7153.216640 Ha
* SMILES string: CCO[C@]1(C)OC(=O)O[C@@]1(Br)CCCP(=O)(OCC)OCC.FC(F)C(F)(F)COC(F)(F)C(F)F.FC(F)C(F)(F)COC(F)(F)C(F)F.FC(F)C(F)(F)COC(F)(F)C(F)F
* multiplicity: 1

# 2
C28H36CaN6O2S | ωB97M-V with the def2-TZVPD basis set

```
74
Properties=species:S:1:pos:R:3:forces:R:3:nbo_charge:R:1
Ca -0.63845 -0.92375 -0.42416 0.116 -0.070 -0.133 1.772
C 5.57141 -0.37751 3.13774 0.002 0.008 0.006 -0.628
C 4.12606 -0.53805 2.76052 -0.011 -0.022 -0.019 -0.087
C 3.11261 0.07803 3.43464 0.005 0.010 0.005 -0.072
C 1.74970 -0.14098 3.09653 0.013 -0.010 0.001 -0.340
C 0.66346 0.30231 3.86984 0.007 -0.006 -0.017 0.248
N 0.57576 1.34630 4.66246 -0.016 -0.009 0.002 -0.493
C 1.44987 2.52959 4.70193 -0.004 -0.022 0.022 -0.228
C 1.64857 3.13319 3.31324 0.017 0.004 -0.002 -0.438
C 0.33239 3.57764 2.65311 -0.018 0.001 -0.026 -0.224
N 0.23405 3.14142 1.26552 -0.001 -0.004 0.019 -0.488
C 0.17924 3.93385 0.23398 0.008 -0.019 -0.010 0.255
C 0.09436 3.51157 -1.11041 0.007 0.004 0.023 -0.293
C 0.09510 4.51383 -2.10751 0.003 0.001 -0.009 -0.081
C 0.06746 4.21100 -3.44245 -0.001 -0.009 0.002 -0.086
C 0.06164 5.26049 -4.51769 0.000 0.006 -0.006 -0.632
C 0.06148 2.84685 -3.76944 0.012 -0.018 0.004 0.002
C 0.04061 1.81464 -2.84496 -0.011 0.011 -0.024 -0.262
C 0.08830 0.46140 -3.39796 0.010 -0.032 0.054 0.169
N -0.02403 -0.63940 -2.76782 0.003 -0.010 0.025 -0.551
C 0.13610 -1.86786 -3.54880 -0.005 0.004 0.026 -0.242
C 1.38711 -2.65024 -3.14942 0.006 -0.002 -0.023 -0.415
C 1.32723 -3.39436 -1.81754 -0.022 0.016 0.021 -0.239
N 1.26111 -2.49365 -0.66334 -0.069 0.022 -0.019 -0.533
C 2.28536 -2.45062 0.08927 -0.006 0.013 0.010 0.163
C 2.47051 -1.59532 1.26714 -0.010 0.020 0.007 -0.241
C 3.76379 -1.37937 1.68263 -0.007 -0.007 -0.002 -0.050
C 1.38696 -0.97057 1.97969 -0.005 0.002 -0.001 0.563
O 0.16666 -1.09388 1.64391 0.031 0.001 0.082 -0.843
C 0.03312 2.12169 -1.44853 0.017 0.050 -0.005 0.542
O -0.00620 1.22609 -0.52395 -0.007 0.028 -0.024 -0.875
H 5.68625 0.31247 3.97187 0.004 0.000 0.000 0.225
H 6.15598 0.00518 2.30015 -0.001 0.001 0.000 0.232
H 6.00744 -1.33314 3.43146 -0.002 -0.001 0.000 0.237
H 3.35897 0.68970 4.29272 0.000 0.000 0.001 0.204
H -0.24269 -0.29209 3.79973 -0.004 0.004 0.005 0.238
H -0.26918 1.40833 5.21058 0.002 0.007 0.003 0.423
H 2.40474 2.28585 5.16246 0.003 0.006 -0.006 0.229
H 0.95819 3.24067 5.36448 0.001 0.007 -0.007 0.231
H 2.14980 2.41260 2.66718 -0.003 0.002 -0.002 0.234
H 2.32925 3.97914 3.40968 -0.003 0.002 0.004 0.247
H 0.22622 4.66146 2.67100 0.003 0.000 0.006 0.226
H -0.52796 3.16433 3.18272 0.005 0.000 0.008 0.209
H 0.19198 2.14413 1.02603 0.003 -0.001 -0.006 0.454
H 0.21556 5.00036 0.44064 -0.001 0.002 -0.004 0.214
H 0.12721 5.55202 -1.79357 -0.001 0.000 0.002 0.219
H 0.15149 6.25830 -4.09244 -0.001 0.001 -0.002 0.228
H -0.86299 5.22454 -5.09502 -0.002 -0.001 0.002 0.234
H 0.88929 5.11537 -5.21258 0.002 0.001 0.002 0.232
H 0.07798 2.57633 -4.82122 -0.002 0.011 -0.004 0.211
H 0.25333 0.43505 -4.48073 0.000 0.007 -0.002 0.171
H 0.18695 -1.63872 -4.61780 -0.012 0.014 0.002 0.201
H -0.75189 -2.49081 -3.39571 0.003 -0.002 0.002 0.198
H 2.25017 -1.97924 -3.15733 0.002 -0.002 -0.001 0.216
H 1.56503 -3.39871 -3.92440 0.002 -0.001 0.004 0.239
H 2.19712 -4.05316 -1.73571 0.003 0.000 -0.007 0.201
H 0.43800 -4.03145 -1.79839 -0.002 0.001 -0.004 0.201
H 3.15239 -3.07595 -0.15095 0.005 0.003 0.004 0.175
H 4.56106 -1.87848 1.13903 0.009 0.006 0.007 0.223
S -3.40428 -0.81132 -0.65678 -0.070 -0.035 -0.003 -0.478
C -4.30062 -2.27520 -0.57425 0.000 0.031 0.009 0.369
N -4.20447 -3.09633 0.47109 0.015 -0.015 -0.008 -0.576
C -5.02639 -4.29552 0.65113 0.003 0.008 0.011 -0.222
C -5.41671 -4.84282 -0.70967 0.001 -0.004 -0.006 -0.425
C -6.04086 -3.73647 -1.54067 0.008 0.013 -0.003 -0.223
N -5.14131 -2.58103 -1.55541 -0.018 -0.019 -0.002 -0.565
H -3.62790 -2.77334 1.22926 -0.014 0.000 0.006 0.421
H -5.91419 -4.04676 1.23706 -0.002 -0.002 -0.001 0.209
H -4.44378 -5.02196 1.21448 -0.002 -0.003 -0.002 0.226
H -6.12475 -5.66058 -0.58941 0.001 -0.001 0.000 0.249
H -4.53473 -5.23577 -1.21878 -0.001 0.001 0.000 0.217
H -7.00932 -3.44097 -1.13117 -0.001 -0.003 0.000 0.211
H -6.19379 -4.05468 -2.56976 -0.003 -0.006 0.002 0.231
H -5.19792 -1.91566 -2.30920 0.009 0.005 0.004 0.431
```
Forces are in eV/Å.

## Properties
* HOMO-LUMO gap: 7.3001 eV
* E: -2643.101261 Ha
* charge: +2
* multiplicity: 1

# 3
C28H36CdN7OSSi2 | ωB97M-V with the def2-TZVPD basis set

```
76
Properties=species:S:1:pos:R:3:forces:R:3:mulliken_charge:R:1
Cd -0.85294 0.53590 0.03853 -0.613 0.284 0.470 1.438
N -4.50724 0.13820 -2.50127 0.207 0.082 -0.132 -0.458
C -3.81754 0.62960 -1.42057 -0.411 -0.045 0.575 0.449
S -3.72074 -0.31710 -0.01907 0.545 -0.205 0.527 -0.413
N -3.45644 1.89080 -1.46867 -0.425 0.893 -1.396 -1.539
N -2.53974 2.32540 -0.64197 0.523 -0.263 0.974 1.266
C -2.52674 3.56000 -0.26707 -0.833 -0.513 -0.710 -1.536
C -1.48524 4.03150 0.59493 0.673 0.350 0.702 1.174
C -1.61424 5.26130 1.26933 -0.076 -0.326 -0.257 -1.034
C -0.65944 5.62730 2.19083 0.290 -0.100 0.101 -0.231
C 0.42476 4.78310 2.41093 -0.125 0.149 -0.149 -1.043
C 0.50306 3.62300 1.65403 0.425 0.193 0.334 0.105
N -0.41074 3.24680 0.78343 -0.401 -0.293 -0.303 0.070
H -4.57534 -0.86850 -2.52097 0.003 0.117 0.020 0.296
H -4.30894 0.58340 -3.38697 0.046 0.014 0.088 0.277
H -3.34044 4.23840 -0.53117 0.094 -0.102 -0.122 0.256
H -2.47264 5.89140 1.07843 -0.049 -0.032 -0.033 0.374
H -0.74394 6.56010 2.73523 -0.049 -0.012 0.003 0.418
H 1.18716 5.02910 3.13533 0.078 -0.035 -0.025 0.439
H 1.35366 2.96090 1.74873 0.075 -0.081 0.127 0.249
O 1.13456 -1.17470 0.95703 -0.090 -0.145 -0.356 0.196
C 1.69406 -1.55900 2.03283 0.077 -0.084 0.624 -1.175
C 2.71596 -2.54700 2.03653 0.049 0.068 -0.169 -0.099
C 3.31866 -2.98440 3.18553 -0.045 -0.061 0.066 -0.743
C 2.92586 -2.48020 4.42293 0.141 0.029 0.329 -1.037
C 1.95456 -1.50340 4.46693 -0.037 -0.042 -0.041 -1.069
C 1.33556 -1.01930 3.31173 0.336 -0.371 -0.213 1.151
C 0.35266 0.03480 3.42663 0.107 0.123 0.069 -0.115
N -0.56734 0.41660 2.55653 0.007 -0.040 -0.696 0.254
C -1.27514 1.42160 3.13973 -0.246 0.305 0.656 -0.516
C -0.77944 1.68060 4.38073 -0.437 0.222 -0.066 -1.051
N 0.25396 0.80050 4.55633 0.059 -0.182 -0.197 -0.066
H 3.02166 -2.93490 1.07863 0.016 -0.067 -0.140 0.210
H 4.09686 -3.73670 3.13583 0.005 -0.034 -0.031 0.452
H 3.37766 -2.84800 5.33393 0.006 0.016 0.052 0.354
H 1.64776 -1.12350 5.43653 0.001 -0.061 0.021 0.372
H -2.11094 1.86640 2.63143 -0.097 0.155 0.000 0.498
H -1.06204 2.38080 5.14193 -0.071 0.113 0.049 0.460
H 0.84566 0.73960 5.36863 -0.068 -0.037 -0.232 0.188
C -1.30504 -2.84070 0.85963 0.357 0.283 -0.450 -0.992
Si -0.68274 -2.57240 -0.93327 -0.589 -0.602 0.042 0.943
C -2.29854 -2.86460 -1.96257 0.475 0.202 0.157 -1.296
C 0.33936 -4.15450 -1.35607 -0.127 0.677 0.191 -1.280
C 0.05656 -0.88040 -1.37207 0.488 -0.314 0.933 1.531
C -0.33674 -0.36350 -2.66867 -0.011 0.025 -0.621 -0.339
C -0.29764 -1.15260 -3.83527 0.051 0.224 0.071 -1.154
C -0.66894 -0.60760 -5.04067 -0.021 0.049 0.001 -0.530
C -1.04984 0.73130 -5.09017 -0.002 -0.097 -0.050 -0.743
C -1.01274 1.45260 -3.90977 -0.146 0.135 -0.395 -0.544
N -0.68704 0.92990 -2.74267 -0.037 -0.093 0.244 -0.053
Si 1.91636 -0.44190 -1.01957 0.716 -0.190 -0.794 1.487
C 2.95896 0.57910 0.25903 -0.476 -0.201 -0.259 -1.014
C 2.99496 -1.94000 -1.56847 -0.393 0.465 0.422 -1.429
C 2.30176 0.78390 -2.49557 -0.212 -0.371 0.261 -1.534
H -2.10014 -3.58240 0.89013 -0.138 -0.147 -0.184 0.431
H -1.70994 -1.91720 1.26763 -0.030 0.067 0.096 0.111
H -0.51164 -3.16940 1.52053 0.233 -0.054 0.132 0.202
H -2.46964 -3.92390 -2.14277 0.161 -0.243 -0.013 0.426
H -2.27934 -2.36210 -2.92467 -0.070 0.042 -0.188 0.390
H -3.15504 -2.49700 -1.40767 -0.062 0.136 0.133 0.230
H -0.30384 -5.03280 -1.34467 -0.205 -0.019 0.049 0.409
H 1.12916 -4.31940 -0.63167 0.243 -0.021 0.159 0.305
H 0.79546 -4.09080 -2.33967 0.127 0.019 -0.211 0.343
H 0.04996 -2.17190 -3.76047 -0.023 -0.126 -0.038 0.366
H -0.64864 -1.21250 -5.93777 -0.027 -0.010 -0.086 0.432
H -1.36914 1.18260 -6.01657 0.024 0.140 -0.076 0.408
H -1.26604 2.50780 -3.89437 -0.092 0.033 -0.037 0.391
H 3.52086 -0.06560 0.92793 -0.024 -0.184 0.166 0.374
H 2.29966 1.19010 0.86863 -0.125 0.156 0.239 -0.149
H 3.66736 1.23920 -0.23257 0.051 0.120 -0.237 0.480
H 2.78626 -2.83380 -0.99997 -0.052 -0.286 0.168 0.186
H 4.04986 -1.71010 -1.46097 0.296 0.114 0.031 0.359
H 2.80996 -2.17100 -2.61247 -0.118 0.028 -0.282 0.272
H 1.78596 1.73350 -2.36447 -0.087 0.169 0.034 0.282
H 2.00666 0.38880 -3.46357 -0.091 -0.045 -0.251 0.380
H 3.36706 0.99890 -2.54697 0.243 -0.063 0.123 0.498
```
Forces are in eV/Å.

## Properties
* HOMO-LUMO gap: 6.8147 eV
* E: -2692.148756 Ha
* charge: -1
* multiplicity: 1